ORCA calculation (ωB97M-V with the def2-TZVPD basis set) on a 4-piece molecular cluster, C19H45O16P3 overall.

## Properties
* 2S+1: 1
* Kohn-Sham gap: 0.35989 Ha
* total charge: 0
* energy above the lowest of the compared OMol25 structures with the same formula, charge and spin: 0.0 kcal per mole

Atoms and positions in Å:
C1 4.30363 3.94378 3.55888
C2 4.33391 2.40712 3.54035
O1 4.06082 1.85314 2.26645
C3 2.72546 1.99645 1.81325
C4 1.83444 0.80739 2.13386
C5 1.52968 0.57884 3.61729
C6 0.24413 -0.22920 3.84297
C7 -0.96776 0.61904 4.22334
C8 -1.39125 1.63217 3.19289
C9 -2.64065 2.42032 3.52518
O2 -2.47883 3.58669 2.69206
C10 -1.15660 3.71585 2.41541
O3 -0.68447 4.57067 1.74543
O4 -0.45676 2.72526 3.02441
H1 4.04875 4.31573 2.56616
H2 5.26931 4.36153 3.83970
H3 3.54498 4.32779 4.24118
H4 3.65140 2.00433 4.29504
H5 5.32967 2.04722 3.79741
H6 2.26529 2.91357 2.20205
H7 2.78713 2.10511 0.72833
H8 2.26417 -0.10244 1.70310
H9 0.88897 0.98331 1.60501
H10 1.44850 1.55318 4.10854
H11 2.37352 0.06822 4.08375
H12 0.40396 -0.95121 4.64428
H13 0.00875 -0.81045 2.94540
H14 -0.79436 1.12664 5.17724
H15 -1.83265 -0.04066 4.35718
H16 -1.50764 1.15504 2.21041
H17 -2.60961 2.75384 4.56614
H18 -3.57331 1.91730 3.28985
C11 -4.08355 1.96418 -1.36219
O5 -3.86161 0.65737 -0.80370
P1 -3.44568 -0.55584 -1.74967
O6 -3.34737 -0.17309 -3.16146
O7 -4.44832 -1.71373 -1.38661
C12 -5.80801 -1.57864 -1.82687
O8 -2.14691 -1.15337 -1.08329
C13 -0.91487 -0.44559 -1.28531
H19 -5.02168 1.98680 -1.91420
H20 -4.13142 2.65239 -0.52247
H21 -3.26964 2.24582 -2.02695
H22 -5.84720 -1.19136 -2.84501
H23 -6.35111 -0.91793 -1.15112
H24 -6.24591 -2.57169 -1.79834
H25 -0.95876 0.53941 -0.81669
H26 -0.70563 -0.34005 -2.34903
H27 -0.13681 -1.03589 -0.81020
C14 3.14953 -6.21039 3.68163
O9 3.92242 -5.42849 2.75931
P2 3.69263 -3.85454 2.66398
O10 2.65826 -3.37321 3.58646
O11 3.46866 -3.57453 1.12937
C15 2.22955 -3.99841 0.54807
O12 5.12623 -3.21936 2.80446
C16 5.69127 -3.13157 4.11869
H28 2.12541 -6.31629 3.32662
H29 3.62482 -7.18656 3.72802
H30 3.13866 -5.75199 4.66826
H31 1.39492 -3.77927 1.21491
H32 2.26710 -5.06612 0.33101
H33 2.11211 -3.44320 -0.37808
H34 5.87129 -4.12894 4.52301
H35 5.02906 -2.57451 4.78013
H36 6.63678 -2.60865 4.01311
C17 -1.98428 2.26079 -5.63190
O13 -1.33057 1.33637 -6.51590
P3 -2.18237 0.56731 -7.62243
O14 -3.57794 1.01229 -7.67182
O15 -1.91243 -0.95702 -7.33237
C18 -2.45623 -1.45440 -6.09847
O16 -1.34650 0.70395 -8.95400
C19 -1.41566 1.95455 -9.64853
H37 -2.57643 1.71966 -4.89336
H38 -1.19369 2.81924 -5.13636
H39 -2.62980 2.93859 -6.18669
H40 -3.44898 -1.04400 -5.91749
H41 -1.80007 -1.18380 -5.27246
H42 -2.51720 -2.53577 -6.18078
H43 -0.97496 2.75015 -9.04556
H44 -2.44941 2.19972 -9.88867
H45 -0.84031 1.83401 -10.56164

Atomic partial charges in e from the Mulliken method, atoms 1 to 6: number 1, C, carries -1.1850; number 2, C, carries 0.0771; number 3, O, carries -0.4366; number 4, C, carries -0.8792; number 5, C, carries 0.0940; number 6, C, carries -0.9263

---

ORCA calculation (ωB97M-V with the def2-TZVPD basis set) on C29H19Cl5NORuSSi as an isolated structure.

## Properties
* 2S+1: 1
* Kohn-Sham gap: 0.26248 Ha
* total charge: +1
* energy above the lowest of the compared OMol25 structures with the same formula, charge and spin: 0.0 kcal per mole

Atoms and positions in Å:
Ru1 0.11724 -1.27037 0.29815
S1 1.86454 -2.43226 -0.35803
C1 0.68384 -3.18354 -1.46313
C2 0.78237 -4.14884 -2.44203
C3 -0.39835 -4.49645 -3.08593
C4 -1.59677 -3.88149 -2.74666
C5 -1.60560 -2.91237 -1.75875
N1 -0.47037 -2.59555 -1.14342
H1 1.72774 -4.60934 -2.68713
H2 -0.38078 -5.25456 -3.85709
H3 -2.51927 -4.14598 -3.24201
H4 -2.49945 -2.38729 -1.45127
Cl1 -0.07080 -4.46242 1.49473
C6 -1.34995 -3.37352 1.94021
C7 -1.34079 -2.03905 1.52060
C8 -2.41596 -1.24849 1.89600
Cl2 -2.53729 0.36814 1.28613
C9 -3.45345 -1.73154 2.70049
Cl3 -4.76186 -0.71601 3.13615
C10 -3.42063 -3.05002 3.13879
Cl4 -4.67507 -3.66705 4.12420
C11 -2.36328 -3.87885 2.75101
Cl5 -2.33181 -5.51346 3.26953
O1 -0.26073 0.10725 -0.85760
Si1 0.52779 1.54044 -0.39105
C12 1.46875 0.77602 1.07607
C13 2.85355 0.59110 1.07217
C14 3.47186 -0.22158 2.00528
C15 2.72765 -0.91076 2.96172
C16 1.35966 -0.71658 3.02145
C17 0.72026 0.13198 2.10265
C18 1.61660 2.07339 -1.78613
C19 1.57964 3.38769 -2.25623
C20 2.39747 3.79166 -3.30199
C21 3.26412 2.88460 -3.89138
C22 3.31491 1.57232 -3.43851
C23 2.49830 1.17249 -2.39624
C24 -0.69411 2.80870 0.15531
C25 -1.74706 3.16523 -0.69517
C26 -2.69701 4.09131 -0.29840
C27 -2.60527 4.67990 0.95690
C28 -1.56673 4.34162 1.81085
C29 -0.62060 3.40905 1.41207
H5 3.45583 1.07849 0.31363
H6 4.54802 -0.33793 1.98205
H7 3.22314 -1.56398 3.66635
H8 0.77323 -1.19448 3.79611
H9 -0.30667 0.41902 2.27563
H10 0.90829 4.10526 -1.79908
H11 2.35851 4.81310 -3.65535
H12 3.90210 3.19841 -4.70675
H13 3.99057 0.86579 -3.90130
H14 2.54115 0.14004 -2.05696
H15 -1.82836 2.71061 -1.67708
H16 -3.50688 4.35743 -0.96430
H17 -3.34549 5.40504 1.26788
H18 -1.49386 4.80328 2.78632
H19 0.18712 3.15439 2.09056

Atomic partial charges in e from the Mulliken method, atoms 1 to 6: number 1, Ru, carries 0.2708; number 2, S, carries -0.3145; number 3, C, carries 0.5493; number 4, C, carries -0.7933; number 5, C, carries -0.1593; number 6, C, carries -0.8302

---

ORCA calculation (ωB97M-V with the def2-TZVPD basis set) on the molecule C3H7N3S in a non-equilibrium geometry.

## Properties
* 2S+1: 1
* Kohn-Sham gap: 0.33497 Ha
* total charge: 0
* energy above the lowest of the compared OMol25 structures with the same formula, charge and spin: 31.6 kcal per mole

Atoms and positions in Å:
C1 -1.79365 1.19882 0.02673
C2 -1.11124 -0.13728 0.02296
C3 1.18614 -1.13715 0.01804
H1 -1.31495 1.78904 0.89077
H2 -2.90597 1.02020 0.31901
H3 -1.64528 1.69369 -0.93353
H4 -2.63704 -1.16928 -0.12484
H5 0.55310 0.89713 -0.30952
H6 0.67791 -2.07816 0.17282
H7 4.53842 -0.13369 0.08982
N1 -1.63962 -1.27832 -0.10103
N2 0.30124 -0.05917 -0.06979
N3 2.47500 -1.06659 0.04490
S1 3.31593 0.46076 -0.04634

Atomic partial charges in e from the Mulliken method, atoms 1 to 6: number 1, C, carries -1.0961; number 2, C, carries 0.6235; number 3, C, carries 0.1119; number 4, H, carries 0.2937; number 5, H, carries 0.3520; number 6, H, carries 0.2979

---

ORCA calculation (ωB97M-V with the def2-TZVPD basis set) on a 2-piece molecular cluster, CH7N2O overall.

## Properties
* 2S+1: 1
* Kohn-Sham gap: 0.24709 Ha
* total charge: -1
* energy above the lowest of the compared OMol25 structures with the same formula, charge and spin: 10.1 kcal per mole

Atoms and positions in Å:
N1 2.18280 -1.83075 -0.56392
H1 1.49127 -2.12646 0.11738
H2 1.61857 -1.35581 -1.26077
H3 2.70842 -1.10621 -0.09023
N2 -0.23829 0.60930 0.19579
C1 -1.70385 0.93000 0.48567
O1 -2.38289 1.22980 -0.60820
H4 0.33474 1.43954 0.30275
H5 -0.30240 0.45651 -0.80823
H6 -1.64892 1.75435 1.24042
H7 -2.05947 -0.00028 0.98934

Atomic partial charges in e from the Mulliken method, atoms 1 to 6: number 1, N, carries -0.7864; number 2, H, carries 0.2706; number 3, H, carries 0.2520; number 4, H, carries 0.2374; number 5, N, carries -0.5708; number 6, C, carries -0.2109

---

ORCA calculation (ωB97M-V with the def2-TZVPD basis set) on the molecule C7H7BClNO2 in a non-equilibrium geometry.

## Properties
* 2S+1: 1
* Kohn-Sham gap: 0.31741 Ha
* total charge: 0
* energy above the lowest of the compared OMol25 structures with the same formula, charge and spin: 0.0 kcal per mole

Atoms and positions in Å:
B1 1.04628 -1.44173 -2.26679
C1 0.79507 1.87907 0.57777
C2 1.90464 1.81095 -0.15765
C3 1.34220 -0.22912 -1.31092
C4 0.02274 -0.28990 -0.28879
C5 -0.18501 0.72692 0.52864
C6 2.12328 0.92938 -1.21401
C7 -0.68841 -1.52138 -0.67312
N1 -1.12812 0.71415 1.58554
O1 -0.09522 -2.07694 -1.83947
O2 1.73279 -1.82585 -3.41555
Cl1 3.53866 1.06022 -2.13744
H1 0.63928 2.44531 1.48184
H2 2.61922 2.70331 -0.16144
H3 -0.71503 -2.43124 -0.02705
H4 -1.81438 -1.59032 -0.83728
H5 -1.59798 1.64746 1.73519
H6 -1.83476 0.01907 1.44668
H7 1.66923 -2.67921 -3.93852

Atomic partial charges in e from the Mulliken method, atoms 1 to 6: number 1, B, carries 0.5867; number 2, C, carries -0.6816; number 3, C, carries -0.5307; number 4, C, carries -0.1122; number 5, C, carries 0.3101; number 6, C, carries 0.7930

---

ORCA calculation (ωB97M-V with the def2-TZVPD basis set) on a 2-piece molecular cluster, C3H10NO3 overall in a non-equilibrium geometry.

## Properties
* 2S+1: 1
* Kohn-Sham gap: 0.40708 Ha
* total charge: +1
* energy above the lowest of the compared OMol25 structures with the same formula, charge and spin: 49.6 kcal per mole

Atoms and positions in Å:
C1 -0.75714 0.00441 -1.44034
C2 0.67632 -1.61005 -0.21796
C3 0.13827 -0.20900 -0.37269
N1 0.60637 0.74725 0.41471
O1 0.01343 -2.62769 -0.84492
O2 0.73635 -1.65210 1.19542
O3 -0.32442 3.04985 1.39036
H1 -0.54043 0.81742 -2.14907
H2 -0.84946 -0.99930 -2.07094
H3 -1.81183 0.23987 -0.93689
H4 1.61827 -1.50499 -0.88054
H5 0.14926 3.89786 1.42754
H6 1.05594 0.54408 1.28683
H7 0.24737 1.73452 0.38290
H8 -0.87224 -2.77855 -0.54631
H9 1.01690 -2.59945 1.34672
H10 -1.10296 2.94587 2.01519

Atomic partial charges in e from the Mulliken method, atoms 1 to 6: number 1, C, carries -1.1508; number 2, C, carries 0.3127; number 3, C, carries 0.5513; number 4, N, carries -0.2333; number 5, O, carries -0.4968; number 6, O, carries -0.5531